Record 1
# C4H7FO

A 2-piece molecular cluster, C4H7FO overall in a non-equilibrium geometry (ωB97M-V/def2-TZVPD, the Open Molecules 2025 dataset).

Structure (XYZ):
```
13
Properties=species:S:1:pos:R:3
C -0.517 0.818 -1.687
C -0.559 1.009 -0.366
C -0.969 -1.241 0.688
C -0.787 0.064 0.739
O 2.151 -0.576 0.470
F -0.704 0.763 1.919
H -0.507 1.548 -2.435
H -0.511 -0.170 -2.138
H -0.829 2.111 0.015
H 2.667 -1.311 0.676
H -1.148 -1.675 1.684
H -0.894 -1.609 -0.325
H 2.607 0.270 0.762
```

HOMO-LUMO gap: 9.77 eV
SMILES string: C=CC(=C)F.O

These are the Mulliken partial charges, in e, on atoms 1 to 8: -0.845, 0.107, -0.738, 0.633, -0.580, -0.302, 0.272, 0.157

=====

Record 2
# CH3NOS2

An isolated molecule of CH3NOS2 in a non-equilibrium geometry (ωB97M-V/def2-TZVPD, the Open Molecules 2025 dataset).

Structure (XYZ):
```
8
Properties=species:S:1:pos:R:3
C -0.499 1.720 -0.141
N 1.562 -1.577 0.177
O 0.379 -1.676 0.763
S -1.776 0.844 0.444
S -1.132 -1.128 0.038
H -0.280 2.797 0.000
H 0.193 1.104 -0.584
H 1.554 -2.083 -0.696
```

HOMO-LUMO gap (alpha / beta): 6.70 / 8.75 eV

Formally, the Mulliken partial charges of the atoms, in units of the elementary charge, are as follows: -0.460, -0.220, -0.157, 0.036, 0.009, 0.294, 0.279, 0.218

=====

Record 3
# C21H32BrClF5N3O6P

A 3-piece molecular cluster, C21H32BrClF5N3O6P overall in a non-equilibrium geometry (ωB97M-V/def2-TZVPD, the Open Molecules 2025 dataset).

Structure (XYZ):
```
70
Properties=species:S:1:pos:R:3
C 0.101 0.494 0.397
C -0.125 0.115 -0.857
C 0.142 0.997 -1.982
C -0.674 1.403 -2.932
C -2.109 1.129 -3.190
C -2.602 -0.275 -2.839
C -4.109 -0.327 -2.611
C -4.562 0.401 -1.343
N -4.825 1.844 -1.548
C -6.136 2.249 -1.203
C -6.821 3.101 -2.244
O -6.636 1.951 -0.139
N 0.098 2.293 -3.740
P -0.708 3.093 -5.143
O -0.822 4.596 -4.606
Cl 0.716 3.169 -6.618
C 1.297 2.369 -3.233
Br 2.611 3.496 -3.925
N 1.399 1.592 -2.175
C 2.601 1.422 -1.380
F 2.655 0.224 -0.837
F 3.664 1.542 -2.150
C 2.695 2.520 -0.226
F 3.826 3.199 -0.355
F 1.695 3.392 -0.292
F 2.710 1.930 0.953
H 0.015 1.538 0.665
H 0.340 -0.271 1.114
H -0.481 -0.882 -1.025
H -2.381 1.315 -4.219
H -2.672 1.864 -2.615
H -2.122 -0.724 -1.983
H -2.408 -0.922 -3.692
H -4.622 0.088 -3.483
H -4.426 -1.360 -2.529
H -3.779 0.266 -0.600
H -5.452 -0.077 -0.954
H -4.726 2.027 -2.540
H -7.108 2.464 -3.075
H -7.662 3.631 -1.825
H -6.083 3.808 -2.615
H 0.030 4.978 -4.341
O 6.241 -1.786 6.100
C 5.987 -1.014 5.224
O 4.699 -0.853 4.845
C 4.263 0.171 3.956
C 4.391 -0.253 2.507
C 7.073 -0.274 4.476
H 4.778 1.111 4.160
H 3.213 0.334 4.198
H 5.430 -0.436 2.232
H 3.991 0.512 1.847
H 3.846 -1.182 2.337
H 7.428 -0.900 3.659
H 7.896 -0.094 5.163
H 6.765 0.693 4.084
O -0.501 -2.569 0.284
C -0.611 -3.478 1.073
O -1.191 -3.239 2.247
C -1.551 -4.269 3.182
C -0.396 -4.630 4.091
C -0.034 -4.842 0.787
H -1.958 -5.136 2.661
H -2.364 -3.848 3.769
H 0.443 -5.045 3.532
H -0.711 -5.363 4.833
H -0.032 -3.742 4.609
H 1.010 -4.854 1.098
H -0.083 -5.018 -0.285
H -0.565 -5.657 1.271
```

total charge: +1
HOMO-LUMO gap: 8.19 eV

These are the Mulliken partial charges, in e, on atoms 1 to 8: -1.159, -0.714, 0.386, 0.074, -0.481, -0.348, -0.993, -0.666

=====

Record 4
# C12H25N5O3

An isolated molecule of C12H25N5O3 in a non-equilibrium geometry (ωB97M-V/def2-TZVPD, the Open Molecules 2025 dataset).

Structure (XYZ):
```
45
Properties=species:S:1:pos:R:3
C 1.728 -0.849 1.244
C 1.038 0.240 0.318
C 0.877 -2.092 1.170
C -0.577 -1.874 1.403
C -0.959 -1.251 2.787
C -2.945 -2.611 3.461
C 0.479 0.944 -1.942
C 0.381 0.219 -3.282
C 1.127 2.354 -2.099
C 2.526 2.264 -2.742
C 0.196 3.433 -2.706
C 0.800 4.831 -2.533
H 1.279 0.385 2.899
H 2.866 0.149 2.543
H 2.706 -1.026 0.728
H 1.343 -2.778 1.921
H 1.053 -2.409 0.125
H -1.156 -2.807 1.345
H -1.051 -1.220 0.655
H -0.656 -0.184 2.766
H -0.320 -1.749 3.534
H -2.955 -0.809 2.548
H -1.378 -3.660 3.768
H -4.768 -3.257 4.011
H -4.736 -1.608 3.868
H 1.595 -0.758 -1.386
H -0.577 0.990 -1.567
H 1.298 2.633 -1.033
H 3.145 3.154 -2.528
H 3.123 1.407 -2.367
H 2.511 2.120 -3.849
H 0.069 3.232 -3.786
H -0.740 3.370 -2.120
H 0.937 5.050 -1.478
H 0.110 5.552 -2.964
H 1.810 4.878 -2.956
H -0.361 0.454 -5.062
N 1.960 -0.319 2.634
N -2.352 -1.410 3.090
N -2.401 -3.700 3.877
N -4.316 -2.451 3.540
N 1.229 0.125 -1.006
O 0.456 1.186 0.842
O 1.036 -0.764 -3.562
O -0.494 0.770 -4.159
```

HOMO-LUMO gap: 9.17 eV
SMILES string: [H]/N=C(/N)NCCC[C@H](N)C(=O)N[C@H](C(=O)O)[C@@H](C)CC

These are the Mulliken partial charges, in e, on atoms 1 to 8: -0.448, 0.185, -0.838, -0.265, -1.037, 0.524, -0.038, 0.200

=====

Record 5
# C8H6N2S

An isolated molecule of C8H6N2S in a non-equilibrium geometry (ωB97M-V/def2-TZVPD, the Open Molecules 2025 dataset).

Structure (XYZ):
```
17
Properties=species:S:1:pos:R:3
C 1.797 -0.203 -0.700
C 1.672 1.059 -1.254
C 0.728 -0.817 -0.071
C 0.457 1.724 -1.204
C -0.491 -0.157 -0.004
C -0.613 1.112 -0.584
C -2.797 0.142 0.700
C -3.778 -0.287 1.771
N -4.076 -0.573 0.566
N -1.614 -0.637 0.611
S -2.220 1.787 -0.450
H 2.741 -0.722 -0.760
H 2.518 1.530 -1.727
H 0.829 -1.801 0.360
H 0.341 2.702 -1.645
H -4.077 -0.339 2.788
H -1.618 -1.555 1.027
```

HOMO-LUMO gap: 8.00 eV
SMILES string: C1=N[C@]12Nc1ccccc1S2

These are the Mulliken partial charges, in e, on atoms 1 to 8: -0.556, -0.531, -0.620, -0.479, 0.102, 0.766, 0.605, -0.275

=====

Record 6
# C28H24Co2NO6

C28H24Co2NO6 as an isolated structure in a non-equilibrium geometry (ωB97M-V/def2-TZVPD, the Open Molecules 2025 dataset).

Structure (XYZ):
```
61
Properties=species:S:1:pos:R:3
C -0.653 1.085 2.660
N 0.617 0.501 3.076
C 1.558 0.195 2.120
C 1.284 0.313 0.784
C 2.329 0.204 -0.262
C 3.539 -0.631 0.182
C 4.032 -0.191 1.554
C 2.934 -0.201 2.622
C 0.860 0.382 4.473
C 1.203 -0.863 5.037
C 1.452 -0.968 6.406
C 1.406 0.178 7.212
C 1.053 1.415 6.659
C 0.717 1.506 5.306
H -1.258 1.246 3.557
H -0.508 2.051 2.151
H -1.202 0.404 1.992
H 0.290 0.598 0.458
H 1.910 -0.203 -1.191
H 2.689 1.216 -0.517
H 3.252 -1.688 0.215
H 4.343 -0.530 -0.553
H 4.856 -0.833 1.885
H 4.428 0.828 1.479
H 3.258 0.471 3.432
H 2.886 -1.206 3.072
H 1.267 -1.735 4.381
H 1.695 -1.946 6.827
H 1.635 0.101 8.276
H 1.041 2.319 7.270
H 0.393 2.452 4.861
O -4.309 -0.632 -6.028
C -3.636 0.117 -5.458
Co -2.617 1.304 -4.670
C -0.928 0.945 -5.040
O 0.191 0.745 -5.246
C -2.578 2.616 -5.796
O -2.494 3.454 -6.588
C -1.718 0.008 -2.639
C -1.017 -1.220 -2.884
C -1.297 -2.073 -3.981
C -0.555 -3.236 -4.185
C 0.540 -3.538 -3.364
C 0.831 -2.702 -2.278
C -0.009 -1.630 -1.976
C -1.612 0.999 -1.685
C -0.792 1.720 -0.883
Co -3.277 0.770 -2.278
C -4.291 -0.605 -2.663
O -4.965 -1.536 -2.790
C -3.983 2.095 -3.536
O -4.864 2.871 -3.569
C -4.130 1.309 -0.856
O -4.755 1.606 0.073
H -2.110 -1.802 -4.660
H -0.826 -3.914 -4.996
H 1.139 -4.431 -3.546
H 1.708 -2.883 -1.652
H 0.098 -1.077 -1.036
H -1.220 2.144 0.031
H 0.165 2.110 -1.249
```

total charge: -1
HOMO-LUMO gap: 6.17 eV

These are the Mulliken partial charges, in e, on atoms 1 to 8: -1.156, 0.221, 1.169, 0.036, -0.577, -0.813, -1.172, -0.569